Molecular formula: C52H130O23
Method: DFT, the ωB97M-V functional and the def2-TZVPD basis

```
205
Properties=species:S:1:pos:R:3:forces:R:3:mulliken_charge:R:1
C -5.39840 0.71685 -5.20889 -1.6885 0.8894 0.4056 -0.642
O -5.27192 0.20973 -3.88456 -0.4327 0.5510 -0.7595 -0.459
C -3.91406 0.10862 -3.48186 -0.5493 -0.7808 -0.4031 1.153
C -3.35447 1.31360 -2.77501 -0.0631 1.1042 -0.4510 0.206
O -3.80617 1.54253 -1.46824 0.2495 -0.6394 -0.0015 0.314
C -4.88680 2.40852 -1.47176 -0.5321 1.2720 -0.8748 -0.919
H -6.48382 0.94170 -5.43113 1.0376 -0.3407 0.5465 0.300
H -5.08406 0.02362 -5.96753 0.4825 -0.5658 -0.2704 0.256
H -4.86605 1.65961 -5.33029 0.2383 0.0435 -0.0542 0.223
H -3.30437 -0.08029 -4.36720 0.3040 0.0035 -0.0475 -0.327
H -3.94886 -0.81644 -2.90095 0.6593 0.2598 0.4781 -0.751
H -3.60226 2.25499 -3.35649 0.5821 -1.0047 0.1100 0.438
H -2.28343 1.20641 -2.68078 0.4556 -0.0027 -0.3634 -0.585
H -5.62046 2.17783 -2.26410 0.1445 -0.1872 0.4077 0.270
H -4.58701 3.48072 -1.65332 0.0108 -0.7668 0.2816 0.242
H -5.32512 2.30646 -0.51572 -0.7730 0.1762 0.9968 0.203
C 6.07254 4.16758 -3.90782 1.6045 -1.7419 1.6425 -0.425
O 4.71714 4.07101 -4.08639 -1.5961 0.9303 0.2318 -0.126
C 4.22907 3.68632 -5.35044 0.9905 -0.9160 0.9484 -0.881
C 2.99293 2.90391 -5.15927 -1.1025 -0.8118 0.0008 0.399
O 3.42589 1.63879 -4.63295 -2.1311 -0.1948 0.7728 -0.409
C 2.22717 0.91511 -4.23367 0.8974 -2.1548 -1.9655 -0.237
H 6.58123 3.50404 -4.59907 0.3000 -0.2650 -0.3583 0.359
H 6.27967 3.71271 -2.87437 -0.1454 1.1106 -1.3495 -0.161
H 6.56827 5.13346 -4.00877 -0.5147 0.4457 0.0375 0.319
H 4.92246 2.90296 -5.71020 0.0628 0.7264 -0.6801 0.441
H 4.06355 4.52094 -5.99866 0.2162 0.5858 -0.6655 0.317
H 2.48989 2.76898 -6.14772 0.2921 -0.1267 0.3872 0.279
H 2.21700 3.35921 -4.50038 0.6926 -0.0360 -0.0981 -0.234
H 1.61919 1.37845 -3.49179 -0.2411 0.9050 0.6617 0.053
H 2.45531 -0.13869 -3.84907 0.1950 1.5654 -0.5583 0.078
H 1.61159 0.76266 -5.17860 0.4471 0.1328 1.1066 0.128
C -8.03635 -4.63316 2.79903 0.4360 0.4147 -0.5912 -0.583
O -6.90988 -4.46367 3.66397 -1.4962 -0.4013 0.6531 -0.399
C -6.31205 -3.22269 3.49823 0.2758 0.5063 -3.0216 0.140
C -5.04353 -3.11090 4.26527 -0.4405 -0.3668 1.2380 0.052
O -4.10530 -4.06453 3.83022 -0.2787 0.1457 0.3926 -0.326
C -2.79621 -3.65958 4.13019 0.1760 -0.0395 1.7653 -0.223
H -8.79832 -3.80670 2.80567 0.6776 -0.5704 0.5534 0.295
H -8.47325 -5.58729 3.06028 -0.2700 -0.0460 0.1022 0.277
H -7.70479 -4.69078 1.73990 0.0249 0.0113 0.4382 0.111
H -6.99339 -2.35557 3.63204 0.2007 -0.4319 0.3802 0.432
H -6.06369 -3.23233 2.39964 0.1168 0.7434 0.5462 -0.394
H -5.33098 -3.29547 5.31344 0.3742 -0.0571 0.1203 0.380
H -4.60430 -2.11702 4.24367 -0.1282 0.3616 -0.3052 -0.088
H -2.53826 -3.47808 5.25614 -0.8686 -0.2587 -1.6959 0.164
H -2.58006 -2.75793 3.58641 0.4457 0.5953 -0.2132 -0.117
H -2.19074 -4.47528 3.81167 0.7854 -0.4590 -0.3525 0.346
C -2.20589 -2.28302 -6.02262 0.7917 0.1594 -0.0863 -0.708
O -1.46968 -1.07185 -6.02403 0.2155 -0.8896 0.3770 -0.205
C -1.62724 -0.32734 -7.19032 -0.9941 -1.4066 -0.7857 -0.730
C -1.08529 1.01141 -6.91536 -0.2171 1.1281 -0.5502 0.219
O -2.03272 1.69074 -6.11030 0.5358 0.9939 -0.3508 -0.067
C -1.50492 3.00024 -5.89698 -0.6198 -0.0217 -1.0889 -0.777
H -1.78305 -3.02138 -6.72178 -0.2601 0.2427 -0.0715 0.312
H -3.25703 -2.09224 -6.21214 -0.3099 -0.0489 -0.2329 0.344
H -2.09712 -2.68075 -5.03376 -0.0566 -0.3145 0.5907 0.070
H -2.76082 -0.39751 -7.42025 1.6583 0.8616 -0.1774 0.265
H -1.05100 -0.71032 -8.07513 -0.4678 -0.3167 0.6350 0.397
H -0.98580 1.51488 -7.92854 0.1416 -0.1029 1.1135 0.437
H -0.08411 0.98917 -6.37688 -1.0013 -0.2092 -0.8140 -0.208
H -0.62525 2.86830 -5.28003 0.3929 0.5893 0.2129 0.223
H -2.26450 3.63521 -5.45235 -0.0318 -0.1544 0.4565 0.264
H -1.27544 3.49338 -6.88720 0.1487 -0.5156 0.8888 0.373
C 7.49924 3.10670 -0.57712 0.0843 0.6073 0.6922 -0.829
O 6.13387 2.77814 -0.79240 0.3022 -0.7483 -0.1722 -0.223
C 5.98293 1.55228 -1.54169 -1.4024 0.2598 0.5602 -0.227
C 6.18030 0.27171 -0.73568 0.5382 1.1436 -0.7791 0.008
O 7.58234 0.13439 -0.69110 0.4150 -2.4253 1.3198 -0.456
C 7.83282 -1.10347 0.06932 -0.9940 1.1231 -0.5409 -0.382
H 7.55666 4.09251 -0.05975 -0.3136 -0.6318 -0.3368 0.232
H 7.98752 3.23444 -1.55106 0.2948 -0.2733 0.1687 0.358
H 8.00749 2.36404 0.06933 -0.1471 0.3196 -0.6081 0.212
H 6.68028 1.51553 -2.38517 -0.0899 0.1121 -0.0293 0.524
H 4.94130 1.59036 -1.90726 0.4328 0.0209 -0.1043 -0.127
H 5.77122 -0.60482 -1.26788 -0.2843 0.3975 0.3581 0.128
H 5.81178 0.36467 0.30120 -0.3583 -0.0744 -0.3411 0.146
H 7.34074 -1.01542 1.05582 0.5265 0.1186 -0.0949 0.233
H 8.90622 -1.15523 0.13067 0.2460 -0.5230 0.1638 0.397
H 7.31185 -1.98203 -0.38574 0.7421 0.6018 -0.0943 -0.061
C 3.30770 -1.96325 -1.08354 -0.0824 0.1258 0.3050 -0.690
O 4.61041 -2.54223 -1.11102 -0.3645 0.0531 -0.5121 0.225
C 4.69090 -3.55540 -2.10259 2.2510 -0.2207 1.6392 -0.680
C 5.88528 -4.46160 -1.76938 -0.4068 1.2993 0.8219 -0.611
O 5.56706 -5.23491 -0.61989 0.6259 0.3516 -0.6860 -0.308
C 6.68529 -5.78715 0.01447 -0.9516 -2.1626 1.8707 -0.805
H 2.63240 -2.64637 -0.56648 -0.0982 0.1685 0.4466 0.436
H 2.84250 -1.91063 -2.09822 0.6202 0.7048 0.5263 0.358
H 3.39422 -0.98842 -0.50863 -0.3229 -1.1077 -1.0098 -0.246
H 5.05940 -3.13783 -3.02548 -0.9510 0.4285 -0.9527 0.329
H 3.79955 -4.15264 -2.08267 -0.6271 -0.2226 -0.6182 0.418
H 6.77433 -3.79154 -1.60847 -0.6020 -0.5854 0.1470 0.122
H 6.08395 -5.01104 -2.67788 0.1849 -0.8984 -0.1382 0.444
H 7.21726 -6.53593 -0.54778 0.0356 -0.4302 -0.9470 0.376
H 6.28626 -6.40877 0.91346 0.6737 1.4218 -1.2552 0.223
H 7.46600 -5.11400 0.32168 -0.0213 0.9449 0.3694 0.302
C 1.80382 3.78339 5.61809 0.7614 -0.9211 -1.8048 -0.561
O 1.49203 3.95137 4.20176 -0.1772 -0.4751 1.4335 -0.247
C 0.21238 4.49309 4.05554 0.7417 3.5029 -0.9346 0.122
C -0.20292 4.43578 2.61110 -0.3885 -1.0032 0.2842 -0.537
O -0.67525 3.09961 2.40664 0.8722 -0.1521 0.7838 0.371
C -1.18717 2.94802 1.13708 -1.8405 0.7210 -0.2147 -0.415
H 2.62575 3.04185 5.57877 -0.3029 0.5023 0.4670 0.130
H 0.95500 3.33563 6.13080 -0.0871 0.1357 0.1936 0.168
H 2.14615 4.72064 6.05717 -0.1601 0.0372 0.0910 0.290
H 0.26907 5.61335 4.32915 -0.1991 -1.2428 -0.1614 0.327
H -0.53335 4.06613 4.66387 -0.8135 -0.9518 0.9777 -0.313
H 0.66509 4.71775 2.00024 -0.2622 -0.2984 -0.2881 -0.114
H -1.08766 5.02369 2.34926 0.2990 0.7944 0.3608 0.548
H -2.03442 3.70551 0.98693 1.0330 -0.7580 -0.2549 0.442
H -1.62659 1.96934 1.02025 -0.2283 -0.4251 0.1837 -0.538
H -0.40912 3.03554 0.41886 0.6018 0.4685 -1.0799 0.210
C 0.00245 4.90081 -2.59990 0.8475 0.9199 -1.0924 -0.710
O 0.92947 4.16489 -1.81420 -0.5745 0.1036 -0.5002 0.190
C 1.99098 4.99354 -1.40382 0.4823 0.8268 0.8134 -1.015
C 3.04075 4.20641 -0.65153 -0.6159 0.2405 0.7384 0.120
O 2.43558 3.90668 0.60097 0.1188 -0.3281 -0.2729 -0.201
C 3.20149 3.03941 1.45195 -0.6308 3.0790 0.5303 0.276
H 0.28794 4.93232 -3.69102 0.2719 -0.0604 0.7872 0.228
H 0.01796 5.98346 -2.28029 -0.6177 -1.0840 -0.0966 0.352
H -0.97688 4.42711 -2.64509 -0.0662 0.0805 0.7571 0.099
H 1.60440 5.76015 -0.63763 0.4299 -0.7155 -1.1935 0.317
H 2.47934 5.50586 -2.25827 -0.3755 -0.1448 0.2254 0.461
H 3.95928 4.80868 -0.55613 -0.1912 -0.0249 0.1997 0.296
H 3.32935 3.27955 -1.10806 0.1005 -0.5207 -0.7583 -0.271
H 4.14474 3.60754 1.61132 -0.0822 -1.0356 0.1967 0.453
H 3.31756 2.06387 1.05151 0.3088 -0.9698 -0.4368 -0.216
H 2.58215 3.08169 2.36113 0.6257 -0.6009 -0.0400 -0.380
C -2.11928 3.36930 7.46983 -0.0269 1.0597 -2.0565 -0.769
O -1.67088 2.37542 6.57508 0.1890 -0.7438 0.1248 -0.198
C -2.59720 2.04061 5.54050 -1.4739 2.3900 0.9296 -0.787
C -1.99063 0.97605 4.72114 1.8979 -0.8639 0.4845 1.247
O -2.03231 -0.35196 5.30153 -0.5795 0.4325 -0.5332 -0.099
C -1.41627 -0.52288 6.55596 1.4085 0.3215 0.1903 -0.820
H -3.18540 3.25001 7.62287 -0.3672 0.1851 0.2347 0.341
H -1.91836 4.34962 6.91532 -0.4084 -0.7186 1.2496 0.213
H -1.60983 3.29865 8.41714 0.3803 0.0196 0.1043 0.233
H -2.81779 3.02535 4.92977 0.3321 -1.8469 0.7215 0.282
H -3.56943 1.72338 6.02593 0.7523 0.2153 -0.5802 0.670
H -0.92059 1.28146 4.63004 -0.5047 -0.2888 -0.2877 -0.485
H -2.42602 0.93151 3.73381 -0.0734 -0.2663 -0.1516 -0.630
H -1.10760 -1.55555 6.72808 -0.5542 -0.2282 -0.4249 0.281
H -1.98659 -0.18881 7.40913 -0.6379 0.1237 0.1370 0.333
H -0.46522 0.02129 6.63441 -0.0893 0.2186 -0.2925 0.176
C -0.42600 -1.02616 -2.83403 1.0549 -0.2708 -1.8504 -0.140
O 0.23335 -0.92405 -1.61707 0.7715 -1.3546 -1.5612 0.461
C -0.19597 0.10408 -0.86030 1.2927 0.3507 2.6812 0.173
C 0.69432 0.01885 0.42958 -1.6627 -1.8577 -0.9193 0.440
O 0.67830 -1.35063 0.90762 2.0639 1.4306 -0.4831 -0.014
C -0.49202 -1.74611 1.50723 -0.7406 -0.4010 -0.5512 -0.274
H -0.12249 -1.99894 -3.29058 -0.5886 0.5623 0.4064 0.336
H -0.10955 -0.25978 -3.60109 -0.2430 -0.3272 0.8115 -0.345
H -1.49402 -0.92308 -2.71071 -0.5197 -0.2954 -0.0172 -0.391
H -1.26717 0.06157 -0.72213 -0.5924 -0.0133 0.5319 -0.668
H 0.06365 1.06701 -1.20446 0.0822 1.5117 -1.2361 0.475
H 0.21541 0.62208 1.15716 -0.0198 0.9592 1.0425 0.339
H 1.71823 0.35446 0.19534 -0.4415 -0.4538 0.2310 -0.625
H -0.26875 -2.62797 2.08282 -0.0335 -0.4318 0.2812 0.427
H -1.26364 -1.99146 0.76865 -0.0554 -0.0234 -0.0488 -0.532
H -0.90658 -0.99988 2.15048 -0.2853 0.7481 0.7676 0.323
C 2.32238 -0.07089 4.53295 0.2891 0.7743 0.1138 -0.730
C 3.69692 0.15889 3.93951 0.1465 -0.0363 -0.2245 0.155
O 4.56289 -0.95544 4.15800 -0.1271 0.8566 0.7848 -0.466
C 4.38310 -1.94317 3.18678 0.1148 -0.7803 -0.2691 0.636
C 5.53813 -2.94512 3.26581 -0.1213 0.3602 -1.6128 -1.414
H 1.66047 0.74241 4.26029 -0.0540 0.6136 0.2865 -0.069
H 1.82088 -0.90026 4.09194 -0.0669 -1.0798 -0.2945 0.345
H 2.38510 -0.20065 5.60967 -0.1558 0.0580 0.1131 0.383
H 3.58834 0.31920 2.86700 -0.0552 -0.1292 -0.3794 -0.166
H 4.19214 1.09410 4.25821 -0.1579 -0.5869 0.5113 0.343
H 3.43790 -2.49238 3.26456 -0.1977 0.1646 0.3075 0.128
H 4.31961 -1.37381 2.26012 0.3249 -0.5991 -0.7453 -0.145
H 5.53307 -3.67402 2.42749 -0.5366 0.1760 0.6078 0.280
H 5.63919 -3.43766 4.21510 -0.2341 -0.2125 0.4132 0.383
H 6.44177 -2.40623 3.06353 0.7537 0.4752 0.2378 0.353
C -5.20118 0.57510 2.89690 -1.6651 0.4387 -0.8447 -1.135
C -4.55546 -0.18100 1.73533 -0.9900 0.7243 -0.2642 1.206
O -5.54326 -0.76051 0.85559 0.9662 -0.0426 0.5146 -0.620
C -4.83969 -1.68996 0.01723 -0.1747 1.0119 -0.8124 2.579
C -5.70086 -2.14774 -1.14793 0.0071 -0.4334 -0.5047 -1.775
H -5.82354 -0.10629 3.50956 0.3790 0.2162 -0.2776 0.166
H -4.42155 0.99491 3.54884 -0.5071 0.1760 -0.3440 0.066
H -5.95800 1.36017 2.47857 1.6178 -1.0724 0.8470 0.322
H -3.88169 0.48400 1.16094 -0.2737 -0.1387 0.0243 -0.002
H -3.95536 -0.97838 2.11470 0.6570 -0.7340 0.4842 -0.382
H -3.97569 -1.10236 -0.42067 -0.4467 -0.8378 0.4571 -1.008
H -4.49619 -2.56112 0.59655 0.1023 0.2980 -0.0296 -0.411
H -4.98754 -2.51409 -1.92081 -0.5351 -0.9362 0.7210 0.277
H -6.06696 -1.31709 -1.74826 -0.6251 0.4416 0.5833 0.441
H -6.54581 -2.86412 -0.86293 1.3566 0.9077 -0.5826 0.251
C -1.71626 -3.98694 -1.14024 1.1801 0.0931 0.2395 -0.899
C -2.38249 -4.48739 0.08356 -1.0913 0.8317 1.6336 0.545
O -3.65163 -5.00519 -0.25935 -0.2282 -0.2957 0.1165 -0.340
C -4.43455 -5.53861 0.80031 0.2002 -1.2909 0.0779 0.615
C -5.73138 -6.06660 0.21250 0.0783 0.0046 -0.0833 -1.376
H -2.21121 -3.08661 -1.51610 0.1215 -0.2400 -0.1968 -0.120
H -0.66908 -3.76162 -0.84684 -0.4975 0.2049 -0.4403 0.262
H -1.68691 -4.80176 -1.84870 -0.0502 0.0191 -0.5972 0.551
H -1.75402 -5.20952 0.63616 -0.2988 -0.0292 -0.2049 0.461
H -2.56530 -3.60989 0.75867 0.3091 -0.7021 -0.0841 -0.436
H -3.89925 -6.38027 1.32411 -0.1592 0.5587 -0.5655 0.413
H -4.69049 -4.86247 1.60256 0.3198 0.8287 0.1004 -0.329
H -6.33950 -5.23544 -0.19777 0.2808 -0.5395 0.1471 0.105
H -6.28548 -6.59264 0.99939 -0.0347 0.2337 -0.1385 0.394
H -5.50831 -6.79950 -0.56837 -0.1352 0.1986 -0.0664 0.386
```
Positions in Å, forces in eV/Å.

Total energy in eV: -103108.0691
Gap between HOMO and LUMO in eV: 9.79
Spin multiplicity: 1